[1]
{
  "formula": "C4H9Br2O3P",
  "method": "the ωB97M-V functional and the def2-TZVPD basis",
  "charge": 0,
  "energy_ev": -159807.87437,
  "e_homo_ev": [-8.52, -8.61],
  "homo_lumo_gap_ev": [8.0, 7.7],
  "species": ["C", "C", "C", "C", "O", "O", "O", "P", "Br", "Br", "H", "H", "H", "H", "H", "H", "H", "H", "H"],
  "coordinates": [[-1.70640, -1.72672, -1.45177], [0.76020, 1.22820, -2.18213], [0.74711, 0.02405, 3.09789], [1.43980, 0.36548, 1.78192], [-2.19804, 0.74129, 0.15796], [-0.65217, -0.76308, -1.29168], [-0.33591, 1.53710, -1.29892], [-0.85598, 0.48451, -0.29501], [-0.01185, -1.70204, 2.98279], [2.05956, 2.09020, 1.53077], [-1.51855, -2.08727, -2.51583], [-2.71100, -1.33347, -1.39364], [-1.50584, -2.47860, -0.56850], [1.58287, 1.97947, -2.32457], [0.22970, 1.06778, -3.10269], [1.16462, 0.27543, -1.77283], [-0.05935, 0.65121, 3.32886], [1.56489, 0.03664, 3.96504], [2.00632, -0.39017, 1.35234]],
  "atomic_forces_ev_per_a": [[1.624, -1.897, 0.449], [0.457, -0.915, 0.474], [3.346, 0.170, 0.323], [-2.417, 0.607, 1.004], [-1.879, 0.256, 0.988], [-0.848, -0.375, 0.399], [1.389, 3.067, -0.348], [1.757, -1.464, 0.119], [-0.239, -1.010, -0.007], [0.217, 0.362, 0.083], [-0.401, -0.241, 1.664], [-0.075, 0.418, 0.219], [-0.828, 0.823, -2.197], [-1.233, -0.253, 0.734], [0.433, -0.309, -0.741], [0.342, 0.754, -0.976], [-0.812, 1.192, 0.355], [-1.829, -0.042, -1.670], [0.995, -1.143, -0.870]]
}

[2]
{
  "formula": "C4H9Br2PS",
  "method": "the ωB97M-V functional and the def2-TZVPD basis",
  "charge": 0,
  "energy_ev": -164503.74165,
  "e_homo_ev": -9.40,
  "homo_lumo_gap_ev": 8.6,
  "smiles": "CC(C)(C)P(=S)(Br)Br",
  "species": ["C", "C", "C", "C", "P", "S", "Br", "Br", "H", "H", "H", "H", "H", "H", "H", "H", "H"],
  "coordinates": [[-0.98727, -1.26978, 0.31834], [-0.23106, 0.00533, -0.07613], [-0.63161, 1.20512, 0.88163], [-0.31021, 0.18246, -1.63456], [1.57066, -0.09528, 0.49150], [2.02970, -0.35173, 2.35604], [2.46946, -1.64680, -0.72930], [2.60259, 1.90328, -0.44619], [-1.04292, -1.91356, -0.48186], [-0.32279, -1.74345, 1.13402], [-1.95502, -1.05450, 0.66788], [-0.20980, 2.05922, 0.55002], [-0.39088, 0.77261, 1.93150], [-1.64803, 1.25207, 0.79401], [-0.05400, 1.14732, -1.88885], [0.48785, -0.35058, -2.01955], [-1.37666, -0.10173, -1.84851]],
  "atomic_forces_ev_per_a": [[3.470, 0.544, 2.597], [0.677, 1.106, 0.188], [0.615, -5.228, 1.156], [-2.237, -0.213, 3.232], [0.744, 0.679, 0.093], [-0.363, 0.249, -0.840], [0.288, -0.339, -0.413], [-0.910, -1.475, 0.579], [-0.036, -1.600, -1.772], [-1.626, 0.226, -0.883], [-1.188, 0.358, 0.650], [1.661, 2.923, -0.365], [-0.286, 1.568, -1.551], [-2.884, 0.463, -0.048], [-0.101, 2.463, -0.646], [0.822, -1.948, -1.360], [1.356, 0.225, -0.618]]
}

[3]
{
  "formula": "C4H9BrN",
  "method": "the ωB97M-V functional and the def2-TZVPD basis",
  "charge": 1,
  "energy_ev": -75813.82818,
  "e_homo_ev": [-12.80, -13.71],
  "homo_lumo_gap_ev": [7.3, 9.9],
  "species": ["C", "C", "C", "C", "N", "Br", "H", "H", "H", "H", "H", "H", "H", "H", "H"],
  "coordinates": [[-0.04668, -2.04915, 0.22188], [0.87375, -0.92500, 0.33536], [0.35557, 2.47196, 0.35194], [-1.30909, 0.06584, -0.19086], [-0.53505, -0.79137, 0.69926], [-3.23714, -0.08550, -0.20746], [-0.63979, -2.30978, -0.72319], [-0.11659, -2.85922, 0.87808], [1.59146, -0.98457, 1.14810], [1.21227, -0.37935, -0.47829], [-0.33651, 2.93512, 1.02988], [0.51335, 1.47655, 0.67472], [0.68082, 2.88222, -0.59582], [-1.06815, -0.03432, -1.23580], [-0.58662, -0.63849, 1.71557]],
  "atomic_forces_ev_per_a": [[-1.827, -1.480, -3.259], [1.108, -1.664, 0.821], [-0.985, -0.248, 0.107], [-1.925, 0.008, -0.102], [-0.578, 2.547, 1.423], [1.351, 0.079, 0.675], [1.549, 0.445, 1.061], [0.440, -0.922, 1.247], [-0.329, 0.240, 0.140], [0.260, 0.850, -1.563], [-0.076, 0.792, -0.201], [0.959, -0.575, -0.101], [-0.044, -0.092, 0.262], [0.928, 0.091, 0.004], [-0.830, -0.071, -0.515]]
}

[4]
{
  "formula": "C4H9BrN",
  "method": "the ωB97M-V functional and the def2-TZVPD basis",
  "charge": 1,
  "energy_ev": -75818.10573,
  "e_homo_ev": -14.43,
  "homo_lumo_gap_ev": 11.4,
  "smiles": "C[N@H+]1C[C@@H]1CBr",
  "species": ["C", "N", "C", "C", "C", "Br", "H", "H", "H", "H", "H", "H", "H", "H", "H"],
  "coordinates": [[0.90135, -1.25678, 0.49233], [0.02923, -0.11699, 0.38812], [-0.15769, 0.61706, -0.84092], [-1.22818, -0.22908, -0.38384], [-2.72098, -0.07666, 0.06407], [-3.04171, 1.66804, 0.97422], [0.85304, -1.85596, -0.47648], [2.00875, -0.91460, 0.47015], [0.61732, -1.82013, 1.34784], [0.03134, 0.49461, 1.22356], [0.34345, 0.25174, -1.66775], [-0.22006, 1.68834, -0.65315], [-1.02368, -1.20697, -0.81350], [-3.04886, -0.89953, 0.65253], [-3.12666, -0.05298, -0.90837]],
  "atomic_forces_ev_per_a": [[2.924, -0.323, -2.342], [-0.053, 1.094, 1.990], [-0.934, 2.463, 0.441], [-1.512, -2.191, 0.927], [2.990, 1.949, 0.024], [0.281, -1.198, -0.539], [-0.333, 0.563, 1.397], [-1.862, -0.450, 0.637], [0.104, -0.622, 0.593], [-0.197, -0.420, -0.559], [1.327, -0.261, -1.457], [0.089, -0.176, -0.380], [-1.159, -0.118, -0.392], [-0.254, -0.435, 0.486], [-1.411, 0.125, -0.826]]
}

[5]
{
  "formula": "C4H9BrN",
  "method": "the ωB97M-V functional and the def2-TZVPD basis",
  "charge": 1,
  "energy_ev": -75813.20726,
  "e_homo_ev": [-12.70, -10.67],
  "homo_lumo_gap_ev": [9.0, 4.9],
  "species": ["C", "C", "C", "C", "N", "Br", "H", "H", "H", "H", "H", "H", "H", "H", "H"],
  "coordinates": [[-2.52394, 2.21511, -0.51864], [-1.33637, 2.58995, -0.70259], [1.19663, -1.94287, -0.71759], [0.26234, -0.17125, 0.91112], [1.30155, -1.13555, 0.58326], [0.14652, 3.47700, -0.38831], [-3.10468, 1.45662, -1.19609], [-3.22135, 2.32404, 0.26888], [2.09176, -2.50668, -0.69585], [0.33856, -2.56780, -0.70389], [1.19710, -1.35478, -1.55961], [0.63913, 0.66872, 1.31662], [-0.51341, -0.58551, 1.46874], [1.34316, -1.86289, 1.20539], [2.18301, -0.60410, 0.72855]],
  "atomic_forces_ev_per_a": [[-3.368, -2.845, -1.004], [1.230, -0.334, -1.313], [0.751, 0.166, 1.661], [-0.283, -2.345, -0.650], [0.381, 2.285, -2.249], [0.942, 0.814, 0.555], [1.549, 1.280, 0.414], [-0.295, 1.009, 1.399], [0.765, -0.895, -0.239], [-0.780, -0.395, 0.376], [-0.104, 1.725, -1.701], [1.177, 3.145, 0.704], [-1.651, -0.730, 0.247], [-0.090, -2.113, 2.698], [-0.224, -0.767, -0.900]]
}

[6]
{
  "formula": "C4H9BrNO",
  "method": "the ωB97M-V functional and the def2-TZVPD basis",
  "charge": 1,
  "energy_ev": -77865.61291,
  "e_homo_ev": -13.89,
  "homo_lumo_gap_ev": 9.6,
  "species": ["C", "C", "C", "C", "N", "O", "Br", "H", "H", "H", "H", "H", "H", "H", "H", "H"],
  "coordinates": [[-1.31714, 0.35992, 1.60798], [-0.17189, -0.01889, 0.98368], [0.51541, -1.38629, 0.96339], [1.22577, 0.91465, -0.74533], [0.23335, 0.95314, 0.02213], [1.52782, 2.03102, -1.31828], [-1.54165, -1.19111, -2.53501], [-1.67960, 1.33559, 1.71429], [-1.89218, -0.26020, 2.21328], [0.00223, -2.25807, 0.54667], [0.76198, -1.68069, 1.97769], [1.47472, -1.36507, 0.45511], [1.48549, -0.06857, -0.99808], [-2.68982, -1.43030, -3.21048], [-0.22485, 1.92245, 0.26322], [2.29035, 2.14243, -1.94024]],
  "atomic_forces_ev_per_a": [[2.430, -1.222, -0.371], [-2.612, -0.912, -0.415], [0.120, 0.245, 0.350], [-0.231, 0.814, -1.654], [-1.931, 3.057, 3.565], [1.165, 1.030, -0.870], [1.767, 0.353, 1.060], [-0.274, 1.631, -0.781], [-0.378, -1.511, 1.054], [-0.554, 0.592, -0.185], [-0.060, 0.130, 0.269], [0.134, 0.174, -0.026], [1.664, -1.011, -0.626], [-1.733, -0.339, -1.020], [1.268, -2.162, -1.018], [-0.774, -0.870, 0.671]]
}

[7]
{
  "formula": "C4H9BrO3S",
  "method": "the ωB97M-V functional and the def2-TZVPD basis",
  "charge": 0,
  "energy_ev": -91313.11237,
  "e_homo_ev": -9.84,
  "homo_lumo_gap_ev": 9.6,
  "species": ["C", "C", "C", "C", "O", "O", "O", "S", "Br", "H", "H", "H", "H", "H", "H", "H", "H", "H"],
  "coordinates": [[0.38221, -2.57016, 0.55567], [-0.59510, 3.27406, -1.63521], [-0.15967, -1.16209, 0.86272], [-0.12537, -0.35410, -0.40607], [-1.10687, 0.13396, -0.90433], [0.40489, 2.25879, -3.84974], [-1.44571, -1.18573, 1.41817], [0.77856, 3.23436, -2.85881], [2.27288, 2.27973, -1.46093], [1.41427, -2.50580, 0.21911], [0.33867, -3.17025, 1.46036], [-0.22075, -3.04839, -0.21040], [-0.26017, 3.75051, -0.71847], [-1.38940, 3.86100, -2.08957], [-0.95453, 2.26511, -1.43991], [0.50395, -0.68306, 1.59420], [0.87544, -0.26063, -0.85677], [-2.08352, -1.07575, 0.69256]],
  "atomic_forces_ev_per_a": [[-0.102, 0.401, 0.217], [0.338, 0.006, -0.252], [-0.087, -0.312, 0.009], [0.251, -0.023, 0.215], [-0.065, -0.106, -0.007], [-0.299, -0.688, -0.849], [-0.284, -0.123, -0.139], [-0.557, 0.753, 1.113], [0.243, -0.082, 0.243], [0.113, -0.089, -0.067], [0.022, -0.029, 0.037], [-0.067, -0.084, -0.123], [0.109, 0.076, -0.005], [-0.010, 0.095, -0.160], [0.204, -0.041, -0.143], [0.009, 0.034, -0.115], [-0.015, 0.099, -0.184], [0.197, 0.113, 0.209]]
}

Calculated values (kJ/mol) of energy relative to the best compared isomer or geometry (same formula, charge and spin) for the records, taken in order: 0.0 0.0 426.4 13.7 486.3 78.0 0.0.
Calculated values (g mol⁻¹) of M for the records, taken in order: 295.89 279.96 151.03 151.03 151.03 167.03 217.08.